{
  "formula": "C54H110N19O13P5",
  "method": "ωB97M-V/def2-TZVPD",
  "species": ["O", "N", "H", "H", "H", "H", "P", "H", "H", "H", "N", "H", "H", "H", "C", "C", "H", "N", "C", "H", "C", "C", "H", "O", "H", "H", "H", "H", "C", "H", "C", "H", "N", "O", "C", "C", "P", "H", "C", "N", "C", "C", "N", "N", "C", "H", "H", "H", "C", "H", "H", "H", "H", "C", "H", "N", "H", "H", "C", "H", "C", "H", "H", "C", "H", "C", "H", "H", "H", "H", "C", "H", "H", "H", "C", "C", "H", "H", "C", "C", "C", "H", "H", "H", "C", "H", "H", "N", "C", "H", "C", "H", "H", "H", "H", "C", "C", "O", "H", "H", "C", "P", "H", "H", "H", "H", "C", "P", "H", "H", "H", "H", "H", "O", "H", "N", "H", "O", "H", "O", "H", "C", "C", "C", "C", "H", "O", "H", "H", "H", "C", "H", "H", "H", "H", "C", "O", "H", "H", "H", "N", "C", "C", "C", "N", "C", "H", "H", "C", "C", "N", "H", "H", "H", "N", "H", "C", "C", "H", "C", "C", "O", "H", "N", "N", "H", "H", "H", "H", "H", "H", "H", "N", "H", "C", "N", "P", "O", "H", "H", "H", "O", "N", "O", "H", "H", "C", "H", "C", "H", "H", "H", "C", "H", "H", "H", "C", "C", "H", "H", "H"],
  "xyz": [[-2.87620, 3.36128, -1.03711], [1.55748, 1.16419, -2.57308], [-4.04649, -0.00890, 6.53169], [0.94730, 2.08382, -4.39903], [3.83466, 2.41270, 0.16314], [4.43143, -2.85050, -5.98186], [-1.02745, -6.13182, -1.47188], [-1.23558, 0.35771, 5.10029], [-3.93838, -5.60579, -1.32404], [6.05109, -2.82641, 1.44023], [-1.44690, -4.48162, -1.69649], [-0.84299, 4.02031, 3.04161], [-1.46041, 7.33579, 1.80119], [-0.89053, -2.55641, -1.26016], [-6.94222, 2.99281, -2.34043], [-4.79139, -2.93570, 2.92902], [6.04794, -6.67515, -2.66422], [-0.25816, 7.74608, -0.38742], [-3.09870, 10.22652, 1.37732], [-6.73078, -3.71929, 2.56179], [-3.69314, -6.66771, -1.30745], [7.07955, -4.36180, -3.55381], [-4.48225, 2.90089, 1.90074], [2.99031, 0.34558, -0.57823], [-2.45688, -5.06364, 0.67102], [3.45130, -0.07880, 1.74543], [-0.07027, -3.79317, -0.13779], [-5.12321, 1.33805, 6.51992], [2.75083, -3.59884, -4.83069], [4.67402, -1.25392, -1.51305], [-0.02134, -7.33094, 0.79376], [1.43859, 6.58883, -0.88467], [-0.94346, -6.36552, 0.19256], [-6.33160, -4.55781, -1.24650], [3.02184, -0.16886, 5.62229], [3.79800, -3.69427, -5.75120], [-2.54680, 2.83632, 4.97697], [-1.34231, 1.64442, -0.18718], [-2.21223, -8.46608, -2.19224], [-3.18526, 3.82039, -2.14677], [-3.95552, 0.59086, 4.19412], [-0.24469, 3.15503, 3.32697], [-3.48576, 1.41293, 5.29228], [7.37508, -4.45034, -2.12788], [-3.37505, -2.53179, 0.92694], [-4.31765, 5.28985, 2.94041], [2.68208, -0.56859, -2.95040], [4.60134, -2.66362, -2.57380], [-5.64855, 3.18442, -1.81256], [-2.43948, -2.20828, 0.49514], [0.09766, 0.55719, 4.03467], [-4.93035, -2.89202, 3.99915], [-0.11004, 2.33651, -3.08159], [-4.54897, 3.49489, -2.67171], [4.40592, -2.31417, 0.89609], [-2.24129, 9.11193, 0.98462], [9.35965, -3.78032, -1.90586], [3.08634, -4.06148, -0.84077], [1.82407, -0.04666, -3.37408], [0.62240, 3.49132, 3.89543], [-0.45978, -3.54866, -1.12602], [0.02053, 2.58307, 2.43780], [-2.98093, 2.00575, 2.25352], [-5.78470, -3.44075, 2.12160], [-1.55966, 6.89703, -1.83589], [0.23686, 11.20192, 1.81750], [-5.50508, 3.14231, -0.74296], [-5.28178, 4.34649, 4.02842], [1.36809, 4.60774, -1.11842], [0.64122, -1.33393, 0.68289], [0.36187, -0.30041, 0.88757], [1.65346, 9.11424, 2.83329], [0.97007, 7.64818, -2.11678], [2.71351, -5.33458, -1.97702], [3.37669, -6.02557, -5.87357], [-3.46315, 2.98296, 2.27862], [4.31855, -6.78070, -3.09713], [0.09330, 11.87295, 0.97062], [-0.47451, 1.07873, 4.80194], [-3.64311, -2.55179, 2.31073], [-6.12953, 3.65335, -4.51342], [-3.77169, -6.89689, -0.24471], [-2.80867, 3.53295, 1.60241], [0.94676, -0.68745, -3.28564], [2.97714, -1.38157, 4.89108], [-2.82264, -2.24613, 2.94302], [1.35249, 3.25652, -3.02344], [4.74720, -5.31182, -1.64111], [-1.60437, -5.49995, 1.19156], [1.30695, -4.57752, -3.63290], [4.19764, -4.96647, -6.22765], [-0.56501, 11.50424, 2.49109], [7.63481, -3.57908, -4.07067], [0.03726, 3.46979, -1.12025], [2.92809, -0.28834, 6.69156], [-4.42301, -2.97625, 0.05452], [0.88623, 3.82315, -0.53503], [-2.27593, 3.74320, 6.15716], [1.78991, -6.79254, -4.55923], [-1.45776, -3.18016, -3.51084], [3.06067, 3.17650, 0.23839], [6.10321, -4.53089, -0.90748], [3.07137, -2.21650, 2.87824], [-1.96567, 8.53325, 2.94526], [0.37378, -3.59448, -1.82686], [-1.04321, 1.26355, -1.83282], [-2.24997, 8.05880, 2.00602], [1.80100, 1.14756, -0.87936], [4.94802, -7.25770, -1.48739], [3.65930, -7.01443, -6.20327], [0.06076, 8.45074, 2.97054], [-8.17558, 3.28337, -4.03975], [-2.99446, -3.36823, -2.71683], [0.19034, -6.54979, -2.24758], [9.19759, -5.51249, -2.05173], [2.60080, -2.66286, 5.51202], [2.76443, 3.44931, 1.25127], [-7.59330, -4.67228, 0.51606], [6.02127, -4.38496, -3.81379], [6.05686, -6.12094, -6.88894], [1.19741, 7.88395, 1.64139], [3.12443, -1.33324, 3.49745], [-4.27079, 4.72161, 3.86939], [-7.16213, 3.25585, -3.66752], [5.46664, -2.35707, 0.64887], [1.15224, 11.40474, 2.37341], [2.17322, -3.54037, 4.77975], [-1.53225, -0.05824, -0.70674], [-1.46308, -8.96769, -1.57965], [5.59277, -1.27780, 0.73468], [-5.58566, -3.51831, 0.68801], [-3.94362, 5.23188, 4.77530], [2.92772, 1.95347, 5.35912], [-7.76842, 2.81735, -1.66737], [-3.95849, 9.73900, 1.83686], [0.82869, 8.71450, 2.24334], [2.71627, -2.82038, 6.77698], [0.35572, 1.33051, 5.46181], [3.02781, -5.81278, -0.43726], [-0.88732, -4.73260, 1.48328], [-2.37674, -7.05679, -1.83641], [3.08036, 0.99410, 4.88721], [-4.06427, 1.08049, 6.49993], [-4.78510, 3.56691, -4.06264], [-1.11565, 2.29376, 4.23281], [2.03466, -4.71477, -4.41903], [-4.79126, 1.10537, 3.71987], [-6.39909, 3.88245, -5.53383], [0.95056, 2.29044, -3.32879], [5.23376, -2.11649, -1.87466], [1.85709, 2.78176, -0.41242], [-0.61042, -0.40827, 1.36830], [3.26122, 1.97453, 3.06245], [-2.52286, 10.72324, 2.15820], [-3.40492, 3.56966, 3.67535], [-2.44040, -4.73825, -3.49300], [5.02768, -6.54103, -2.30479], [-2.05891, -3.88344, -2.93455], [6.08325, -1.91958, -2.52864], [8.69745, -4.61694, -1.68303], [-1.22233, 6.71059, -0.81631], [6.45581, -5.12316, 0.38519], [0.56225, 4.20608, 0.43270], [0.35427, 0.43583, -0.40736], [5.43494, -5.10429, -7.04157], [-2.09302, 6.69395, -0.16077], [0.95866, -7.20196, 0.33434], [-4.54646, -7.19575, -1.73303], [2.47808, -2.63192, -4.43435], [1.81495, 8.32890, -0.68534], [-3.18807, 0.22853, 3.51014], [-0.37546, -8.31329, 0.48122], [0.30457, 9.76184, 1.31866], [-1.79237, -8.42075, -3.19711], [1.07662, 7.60624, -1.03281], [-6.59881, -4.28627, -0.08002], [-0.77614, 9.35743, 0.08803], [5.78735, -4.19943, -7.78700], [3.47757, 4.08867, -0.18850], [-4.37742, -2.81711, -1.01271], [-1.93138, -6.15139, 2.00198], [-0.92727, 10.33333, -1.03277], [5.66650, -2.91067, -0.72856], [-2.48307, 4.43954, -2.88376], [-3.58291, 1.37766, 7.43165], [-3.29740, 10.91439, 0.55546], [3.28076, 1.01493, 3.55761], [2.04211, 0.07776, -4.43478], [3.37330, -5.06590, -1.15204], [-0.91298, 5.67003, -0.71809], [-3.14019, -9.03370, -2.12310], [-3.95335, 3.89320, -4.66938], [3.29623, -0.11249, 2.81371], [-3.21824, 7.55869, 2.02668], [0.02522, -7.09260, 1.85637], [8.78368, -4.64778, -0.59689], [2.32529, -5.93757, -4.94498], [-0.94871, 0.85453, -0.82690], [7.34310, -5.35753, -3.91039], [-4.35046, -0.31939, 4.64529], [0.95563, 0.13747, 1.68995]],
  "relative_energy_kcal_mol": 123.5,
  "spin_multiplicity": 1,
  "charge": 0,
  "smiles": "CN(C)P(=O)(N(C)C)N(C)C.CN(C)P(=O)(N(C)C)N(C)C.CN(C)P(=O)(N(C)C)N(C)C.CN(C)P(=O)(N(C)C)N(C)C.CN(C)P(=O)(N(C)C)N(C)C.O=[N+]([O-])c1ccccc1.O=[N+]([O-])c1ccccc1.O=[N+]([O-])c1ccccc1.O=[N+]([O-])c1ccccc1",
  "e_lumo_ev": -1.27
}